# 1
Entry from the Open Molecules 2025 dataset: a structure of composition C22H70F2NO32P6S2Ti (the ωB97M-V functional and the def2-TZVPD basis).

```
136
Properties=species:S:1:pos:R:3:forces:R:3
Ti 0.588 -3.713 -1.536 0.9627 -0.4038 0.1970
N -0.293 -2.510 0.119 1.0976 -2.6475 2.2943
S -0.348 -1.016 0.405 -0.7893 8.7067 -3.0641
O 0.905 -0.366 0.692 -0.6649 -0.9381 0.6287
O -1.539 -0.492 1.007 0.8686 -1.1850 -0.0932
F -0.504 -0.584 -1.146 -0.3626 -0.5380 0.2143
S 0.095 -2.955 1.668 0.7244 -5.1029 2.8567
O -1.008 -2.994 2.578 0.3921 0.9399 -0.9753
O 1.404 -2.669 2.172 -0.7268 0.8198 -0.8390
F 0.279 -4.517 1.343 -0.2853 0.2588 -0.7256
C -3.784 -2.896 -0.240 -0.0149 0.0454 -0.1397
O -2.666 -3.627 -0.744 0.6574 0.0913 0.2068
H -4.051 -2.102 -0.939 -0.2123 -0.2166 -0.0284
H -4.581 -3.627 -0.111 -0.1718 0.2113 -0.1314
H -3.613 -2.404 0.719 0.3313 -0.2272 0.1349
H -1.865 -3.235 -0.366 -0.7501 -0.1493 0.0012
C -4.548 -2.016 3.701 -0.4506 0.2112 0.5122
O -3.429 -2.550 4.385 -0.0732 -0.1629 -0.4151
H -5.358 -1.909 4.425 0.1044 0.0405 0.0945
H -4.330 -1.019 3.310 -0.0263 -0.0652 -0.2173
H -4.944 -2.676 2.923 0.2620 -0.0052 -0.1749
H -2.724 -2.574 3.728 0.1840 -0.0300 0.2298
C 3.167 -0.978 -1.701 0.1060 -0.7832 0.1097
O 2.165 -0.817 -2.689 -0.0952 0.2512 -0.2411
H 2.731 -1.115 -0.708 -0.0014 0.4159 0.0638
H 3.775 -1.879 -1.843 0.0799 0.1050 -0.3495
H 3.827 -0.115 -1.747 -0.1129 0.1040 0.1843
H 1.832 -1.666 -3.003 0.1504 -0.0386 0.1218
C 2.757 -1.582 4.998 0.9952 0.1038 -0.3811
O 2.975 -0.186 4.876 -0.5874 0.4645 0.2022
H 3.079 -2.041 4.059 -0.2248 -0.4445 0.1690
H 3.350 -1.985 5.826 -0.1566 -0.1472 -0.0108
H 1.704 -1.785 5.161 0.0097 0.1480 0.0113
H 3.869 -0.012 4.574 0.0891 -0.1317 0.0436
C -2.564 -0.716 -3.777 0.8800 -0.5553 -0.2326
O -3.824 -0.942 -4.428 -0.5632 0.4307 0.1698
P -4.883 -1.983 -3.920 -0.1102 -0.7423 0.9959
O -4.380 -3.350 -3.696 -0.2067 0.5525 -0.3628
O -5.466 -1.294 -2.588 0.0653 -0.1647 -0.9394
C -6.575 -1.916 -1.974 -1.2682 -0.5463 1.1174
O -6.142 -1.861 -4.898 0.6405 0.1996 0.5681
C -5.990 -2.157 -6.274 0.6152 -0.2201 -0.9257
H -2.307 0.339 -3.807 -0.3795 0.0862 -0.1862
H -1.830 -1.298 -4.337 0.1153 0.1519 -0.0481
H -2.476 -1.061 -2.746 -0.6838 -0.0630 0.0567
H -7.342 -1.186 -1.709 0.2522 0.3321 -0.2241
H -6.319 -2.412 -1.036 0.4735 0.1817 -0.0725
H -7.100 -2.690 -2.538 0.4292 0.1421 -0.5709
H -6.669 -2.942 -6.607 -0.3685 0.2811 0.2976
H -5.000 -2.553 -6.524 0.0791 0.1711 0.2836
H -6.121 -1.230 -6.833 -0.1895 -0.1631 -0.0625
C 2.900 -6.475 1.520 -0.3471 -0.4255 -1.2832
O 3.729 -5.305 1.409 -0.1196 0.2807 -0.4825
P 3.935 -4.650 -0.038 2.3871 -0.5426 1.4802
O 2.737 -4.164 -0.722 -1.5016 0.0481 -0.7944
O 5.040 -3.548 0.285 -0.6715 -0.8009 -0.5568
C 4.863 -2.648 1.372 -0.3338 1.0385 1.4377
O 4.730 -5.747 -0.878 -1.0984 1.2241 -0.0402
C 5.955 -6.307 -0.429 0.2923 -1.0141 0.7431
H 1.852 -6.206 1.422 -0.0318 0.1256 0.5269
H 3.120 -7.051 2.411 0.0891 0.4587 0.2570
H 3.086 -7.126 0.658 0.2049 -0.0842 0.1096
H 3.850 -2.639 1.782 -0.1245 -0.1986 -0.3664
H 5.102 -1.620 1.103 0.0500 -0.2315 -0.5799
H 5.505 -2.882 2.224 0.2069 -0.4710 -0.3122
H 6.706 -6.204 -1.206 -0.0264 0.1576 0.0667
H 5.780 -7.367 -0.222 -0.0188 -0.0077 -0.3856
H 6.296 -5.931 0.537 -0.0143 0.5646 -0.2622
C -0.511 2.530 2.763 -0.8895 -0.5203 -0.8426
O -1.223 2.442 3.997 -0.1558 0.3058 0.8545
P -2.340 1.333 4.326 0.9406 0.1516 -0.1302
O -2.818 1.379 5.702 0.0760 0.3875 -0.0396
O -3.448 1.496 3.197 0.4285 -0.7909 -0.0193
C -4.353 2.573 3.218 -0.1629 1.9168 -0.1454
O -1.644 -0.023 3.887 -0.7939 -0.1318 -0.4893
C -0.443 -0.457 4.489 0.5610 -0.2473 1.1786
H -0.626 3.510 2.298 -0.1245 0.1631 0.3652
H -0.983 1.807 2.093 0.4489 -0.0323 -0.2976
H 0.556 2.326 2.848 -0.0755 -0.1820 0.4440
H -4.164 3.327 3.989 0.1525 -0.5548 0.4790
H -5.399 2.286 3.293 0.1523 -0.5019 0.0010
H -4.218 3.191 2.324 -0.0800 -0.5166 -0.3388
H -0.511 -1.429 4.988 -0.7621 -0.2452 -0.5849
H -0.167 0.150 5.355 0.2412 0.5682 -0.4774
H 0.349 -0.533 3.745 0.0246 0.3701 0.0023
C -2.666 2.263 -0.837 1.0921 -1.0802 0.6577
O -4.015 2.277 -1.286 -0.1888 1.0103 -0.7538
P -4.273 3.015 -2.691 -0.1816 -0.4035 0.4710
O -3.635 2.376 -3.848 0.0274 0.1446 0.0239
O -5.865 3.062 -2.754 0.9967 0.4612 0.0174
C -6.588 1.833 -2.871 -0.8204 0.3765 -0.5386
O -3.800 4.495 -2.382 -0.3324 -0.3098 0.4786
C -3.888 5.614 -3.267 -0.0253 -0.5032 -0.3861
H -2.265 1.252 -0.952 -0.0918 0.0515 -0.2909
H -2.593 2.429 0.240 -0.4763 0.3514 -0.0591
H -1.984 2.953 -1.331 -0.3652 0.1937 -0.1582
H -7.450 2.043 -3.510 -0.0527 0.1397 0.1769
H -6.951 1.597 -1.872 0.2135 -0.5472 -0.1081
H -6.046 1.057 -3.407 0.3480 -0.0873 0.5427
H -4.474 5.320 -4.138 -0.0646 0.3345 -0.0520
H -2.888 5.895 -3.592 0.0174 -0.0500 0.0646
H -4.344 6.440 -2.728 -0.0952 -0.0571 -0.0352
C 5.235 3.062 -1.558 0.5174 0.5713 -0.0246
O 4.765 2.397 -0.391 -0.4601 0.0389 0.1571
P 5.711 1.612 0.605 0.6902 -0.1606 0.1238
O 6.959 2.305 0.966 -0.6616 -0.5240 -0.2739
O 4.776 1.249 1.834 0.2744 0.0693 -0.7646
C 3.416 0.833 1.571 -0.5798 0.0387 -0.0025
O 5.893 0.197 -0.162 -0.0209 0.8770 0.8115
C 6.907 0.046 -1.154 -0.0712 -0.7805 -0.3842
H 6.324 3.135 -1.581 0.0155 -0.1342 0.1424
H 4.861 4.085 -1.520 -0.1911 -0.0736 -0.1243
H 4.901 2.571 -2.471 -0.2168 -0.1407 0.1474
H 2.722 1.606 1.897 0.1933 0.1638 -0.0638
H 3.162 -0.059 2.140 0.3644 -0.1044 -0.0372
H 3.269 0.664 0.509 -0.0727 -0.0899 0.0589
H 7.576 -0.733 -0.788 0.1495 0.1170 -0.1993
H 7.480 0.935 -1.418 -0.1405 0.1899 0.4489
H 6.402 -0.306 -2.057 0.1322 -0.0487 0.0095
C 3.295 4.672 1.601 0.7187 0.3497 0.0705
O 2.356 3.923 0.837 -0.8428 0.0042 -0.2426
P 1.312 4.682 -0.116 0.7925 0.0865 -0.3289
O 0.609 5.793 0.513 -0.1740 0.0572 0.0677
O 2.201 5.112 -1.395 -0.5454 -0.5695 0.2647
C 2.720 6.428 -1.573 0.0421 0.1340 0.7886
O 0.403 3.521 -0.671 0.2329 0.1003 0.2383
C 0.905 2.508 -1.568 0.4180 0.2122 -0.2702
H 3.055 5.732 1.695 -0.3208 -0.0548 -0.1954
H 4.272 4.580 1.123 0.0212 -0.0125 0.0411
H 3.374 4.286 2.616 -0.2080 -0.3065 -0.1058
H 1.956 7.137 -1.890 -0.0316 -0.2327 -0.3812
H 3.545 6.317 -2.270 -0.1104 0.2879 -0.1526
H 3.088 6.825 -0.623 0.1859 -0.0913 -0.0542
H 0.581 2.740 -2.581 -0.0784 0.0634 0.0447
H 0.527 1.531 -1.286 -0.0396 0.1081 0.2353
H 1.995 2.514 -1.549 0.0036 -0.2066 0.0330
```
Positions in Å, forces in eV/Å.

## Properties
Net charge   0
⟨S²⟩   3.7514
2S+1   4
Energy   -196921.3586 eV
Maximum force   9.26 eV/Å


# 2
Entry from the Open Molecules 2025 dataset: a cluster of 2 separate species, C6H14ClN2O3P in total (the ωB97M-V functional and the def2-TZVPD basis).

```
27
Properties=species:S:1:pos:R:3:forces:R:3
C 3.905 0.293 2.075 2.0127 -1.4391 0.7815
C -3.512 0.795 -3.480 -0.8685 -0.6423 -0.5527
C 3.776 -0.016 0.568 -1.4993 -1.8748 2.3872
C -2.716 -0.535 -3.349 -0.4783 0.9816 -0.6367
C 1.883 -0.884 1.563 -0.4033 -2.4145 -0.5561
C -3.654 0.026 -1.420 -1.1751 -0.8873 1.9658
N 2.636 -0.244 2.724 -1.4088 1.5034 0.4164
N -4.079 1.012 -2.137 2.0291 -1.3137 -0.5766
O 0.208 0.949 2.330 -0.4491 -0.4613 0.0943
O 2.395 -0.368 0.406 0.0187 1.6742 -0.2809
O -2.897 -0.861 -1.996 -1.3223 0.0165 2.6615
P 0.024 -0.481 1.463 0.3042 0.6247 0.7877
Cl -0.588 -1.840 2.866 0.0200 0.1527 0.0633
H 4.913 -0.073 2.565 -2.3120 -0.1324 -0.9375
H 3.914 1.266 2.395 0.0093 2.7930 -0.1688
H -2.738 1.452 -3.722 0.2758 2.1266 -0.5827
H -4.442 0.818 -4.079 1.2442 -0.2642 -0.7306
H 3.954 0.740 -0.097 0.7765 2.0619 -1.3675
H 4.316 -0.898 0.338 1.0114 -0.7026 -0.3131
H -3.148 -1.253 -3.993 -0.2201 -1.2392 -0.4002
H -1.636 -0.536 -3.411 0.0934 0.6936 -0.9047
H 2.059 -2.020 1.446 -0.3541 1.4031 1.3577
H -3.989 -0.165 -0.368 0.5662 0.2035 -1.0627
H 2.892 -0.830 3.511 -0.2955 -0.6836 -0.0928
H 1.942 0.552 3.175 1.9643 -1.8948 -1.6158
H -4.819 1.669 -1.997 -0.2660 0.3190 0.7001
H -0.602 1.433 2.620 0.7264 -0.6041 -0.4362
```
Positions in Å, forces in eV/Å.

## Properties
Net charge   +2
Energy relative to the best compared isomer or geometry (same formula, charge and spin)   0.00 kcal/mol
Maximum force   3.39 eV/Å


# 3
Entry from the Open Molecules 2025 dataset: a structure of composition C4H6NiO3 (the ωB97M-V functional and the def2-TZVPD basis).

```
14
Properties=species:S:1:pos:R:3:forces:R:3
C -2.715 -0.435 -0.292 1.6364 -0.4800 0.0197
C -1.482 0.133 -0.405 2.2220 2.0284 3.6595
O -3.834 0.113 -0.453 -0.2708 -0.7901 -0.8982
H -1.338 1.158 -0.754 0.1014 -0.1535 -0.3720
H -2.110 -1.150 -1.157 -0.5423 -0.3747 0.2953
H -4.364 0.210 0.363 -0.6345 0.3495 0.3556
O -0.231 -0.261 0.522 -2.1341 -0.9053 -2.3740
C 0.715 0.539 0.844 0.8408 0.9536 -1.7676
O 1.906 0.148 1.073 -1.8677 1.5085 0.7810
Ni 1.751 2.467 0.217 -0.5263 -0.6310 0.9237
C 2.776 -0.610 0.164 1.0133 -1.5971 -1.0968
H 3.247 -1.392 0.766 0.1279 0.3631 -0.0468
H 2.221 -1.064 -0.661 -0.2828 0.0943 0.2898
H 3.459 0.145 -0.227 0.3168 -0.3657 0.2307
```
Positions in Å, forces in eV/Å.

## Properties
Net charge   +3
⟨S²⟩   3.7735
2S+1   4
Energy relative to the best compared isomer or geometry (same formula, charge and spin)   70.51 kcal/mol
Maximum force   4.74 eV/Å